86
Properties=species:S:1:pos:R:3:mulliken_charge:R:1 method="wB97M-V/def2-TZVPD" charge=+1 multiplicity=1 homo_ha=-0.4742
C -6.19568 -2.86616 -1.02173 -1.00
C -5.67655 -2.70703 -2.45046 -0.19
C -4.38606 -3.47650 -2.76353 -0.85
C -3.39055 -3.45374 -1.60134 0.74
C -1.95650 -3.63969 -2.08995 -0.91
C -0.92150 -4.00346 -1.03059 -1.15
C -0.52156 -2.91024 0.01043 -1.30
C -0.96794 -1.52157 -0.35015 1.39
C -0.39691 -0.92241 -1.47265 -0.54
C -0.83073 0.31879 -1.91373 -0.82
C -1.85221 0.96459 -1.22871 0.42
C -2.36300 2.31006 -1.70560 -0.95
O -1.94226 2.55765 -3.02963 -0.24
C -2.76594 2.14182 -4.02101 0.86
F -3.57500 1.16283 -3.63896 -0.21
F -2.00799 1.69745 -5.01505 -0.29
F -3.50621 3.13454 -4.47054 -0.28
N -2.36719 0.40439 -0.10326 1.23
C -3.46027 1.10721 0.52830 -1.45
Br -5.12201 0.61556 -0.23605 0.15
C -3.30595 1.99129 1.50756 0.84
C -1.96921 2.36654 2.07536 -1.09
Br -4.81176 2.85281 2.21166 -0.05
C -1.93888 -0.80768 0.36916 -0.37
C -2.54811 -1.30019 1.65488 -0.04
F -3.08017 -2.56273 1.46969 -0.40
C -1.56055 -1.34968 2.84884 -1.32
C -0.15359 -0.78843 2.63450 -0.96
H -6.33367 -3.90508 -0.73786 0.34
H -5.58669 -2.34927 -0.28842 0.05
H -7.18335 -2.40895 -0.96138 0.36
H -6.47434 -3.00007 -3.12744 0.46
H -5.49270 -1.64559 -2.62018 -0.01
H -4.61058 -4.49657 -3.05907 0.36
H -3.90222 -2.94183 -3.58039 0.33
H -3.63801 -4.21589 -0.86840 0.37
H -3.47089 -2.46839 -1.14545 -0.51
H -1.67997 -2.75734 -2.66896 0.19
H -1.96425 -4.46477 -2.80283 0.55
H -1.27028 -4.86778 -0.47449 0.48
H -0.01546 -4.29953 -1.55059 0.34
H 0.56486 -2.89098 0.05907 0.68
H -0.84778 -3.17563 1.00269 0.09
H 0.38115 -1.43346 -2.01736 0.63
H -0.38877 0.74691 -2.79524 0.80
H -1.89100 3.07274 -1.08903 0.31
H -3.43265 2.42007 -1.57403 0.43
H -2.06518 3.29757 2.61817 0.53
H -1.24847 2.47141 1.27096 0.28
H -1.66118 1.59468 2.77089 0.18
H -3.39317 -0.67861 1.93044 0.66
H -2.04932 -0.91019 3.71184 0.51
H -1.44348 -2.40203 3.08861 0.52
H 0.28513 -0.61580 3.61091 0.27
H -0.11803 0.15347 2.09645 0.22
H 0.50412 -1.49918 2.15429 0.35
C 4.63792 0.21404 5.20040 -0.08
C 4.04797 -0.54335 6.36513 0.34
O 2.88914 -1.13325 5.78821 -0.32
C 3.13685 -1.29718 4.46169 0.70
O 2.48563 -1.97987 3.73913 -0.56
O 4.21864 -0.58758 4.08531 -0.29
F 3.67419 0.27738 7.37507 -0.28
H 4.20527 1.21173 5.11014 0.24
H 5.71939 0.28751 5.24429 -0.05
H 4.68756 -1.33124 6.76416 0.32
C 0.29080 3.95321 -5.85295 -0.14
C 0.85871 4.14721 -7.24056 0.34
O 2.19135 4.54357 -6.96657 -0.30
C 2.54865 4.00228 -5.76735 0.62
O 3.65279 3.92543 -5.35622 -0.49
O 1.44542 3.55185 -5.10972 -0.29
F 0.22440 5.13198 -7.91698 -0.27
H -0.09677 4.88993 -5.44893 0.25
H -0.47832 3.19271 -5.81110 0.01
H 0.87221 3.24596 -7.85589 0.29
C 8.80761 2.61532 4.00515 -0.41
C 9.93225 1.75081 3.47975 0.27
O 9.63807 0.48870 4.05983 -0.31
C 8.29935 0.42933 4.26366 0.68
O 7.69371 -0.56140 4.50536 -0.51
O 7.74482 1.66137 4.14700 -0.28
F 11.14131 2.17036 3.91023 -0.28
H 9.05285 3.03557 4.98079 0.29
H 8.52200 3.41387 3.32646 0.26
H 9.95670 1.64781 2.39386 0.28